(1)
A molecular structure, C15H11BF4NO6Sc in a non-equilibrium geometry, computed with ωB97M-V with the def2-TZVPD basis set.

## Properties
**Total charge**: -2
**Lowest unoccupied orbital energy**: 5.06 eV
**ΔE to the lowest compared entry with this formula, charge and spin**: 0.0 kcal per mole
**HOMO level**: -2.91 eV
**HOMO-LUMO gap**: 7.97 eV
**E_tot**: -2269.99568 Eh

Geometry as XYZ:
```
39
Properties=species:S:1:pos:R:3:mulliken_charge:R:1
Sc 0.019 -0.504 1.599 0.61
O 1.475 0.798 5.259 -0.70
C 1.245 0.303 4.166 0.63
O 0.081 0.169 3.543 -0.69
C 2.421 -0.348 3.250 0.60
O 3.592 -0.113 3.483 -0.68
O 1.916 -0.983 2.254 -0.53
N 0.946 -1.095 -0.614 -0.14
C -0.082 -0.617 -1.474 0.51
C -0.897 -1.542 -2.089 -0.58
C -1.849 -1.144 -3.023 -0.66
C -2.093 0.146 -3.299 -0.45
C -1.371 1.122 -2.573 -0.62
C -0.394 0.725 -1.580 1.10
C 0.376 1.749 -0.805 0.50
C 0.814 2.928 -1.460 -0.75
C 1.530 3.908 -0.740 -0.40
C 1.828 3.634 0.592 -0.86
C 1.426 2.423 1.161 0.12
C 0.704 1.449 0.526 0.31
H 1.056 -2.127 -0.580 0.24
H 1.767 -0.567 -0.629 0.29
H -0.776 -2.618 -1.826 0.17
H -2.493 -1.956 -3.482 0.22
H -2.969 0.463 -3.945 0.21
H -1.708 2.163 -2.644 0.37
H 0.632 3.107 -2.516 0.40
H 1.949 4.831 -1.255 0.23
H 2.424 4.371 1.192 0.31
H 1.688 2.307 2.212 0.23
F 0.986 -3.933 -0.217 -0.40
B -0.201 -4.032 0.478 0.27
F -0.117 -5.237 1.243 -0.39
F -1.358 -4.001 -0.262 -0.35
F -0.184 -2.835 1.313 -0.34
O -3.680 -0.124 -0.239 -0.59
C -3.113 -0.716 0.677 -0.12
O -1.964 -0.468 1.166 -0.35
H -3.626 -1.634 1.138 0.25
```



(2)
A molecular structure, C15H11Br2CdN2O10S in a non-equilibrium geometry, computed with ωB97M-V with the def2-TZVPD basis set.

## Properties
**Total charge**: -1
**Lowest unoccupied orbital energy**: 2.07 eV
**ΔE to the lowest compared entry with this formula, charge and spin**: 20.8 kcal per mole
**HOMO level**: -6.04 eV
**HOMO-LUMO gap**: 8.11 eV
**E_tot**: -7154.05174 Eh

Geometry as XYZ:
```
42
Properties=species:S:1:pos:R:3:mulliken_charge:R:1
Cd 0.005 -0.236 1.550 1.37
Br 0.377 4.523 0.752 -0.11
C -1.411 4.112 1.331 -0.54
Br -1.829 2.255 1.317 0.07
H -2.099 4.584 0.645 0.32
H -1.534 4.469 2.342 0.33
O -4.004 -1.472 1.757 -0.67
C -2.801 -1.497 1.581 0.12
O -2.090 -0.545 1.053 -0.76
C -1.997 -2.755 1.892 0.54
C -2.402 -3.976 1.439 -0.53
C -1.522 -5.065 1.485 -0.29
C -0.214 -4.906 1.865 -0.24
C 0.200 -3.668 2.325 -0.15
C -0.710 -2.595 2.507 0.70
O -0.429 -1.527 3.172 -0.94
N 1.627 -3.463 2.538 1.03
O 2.351 -4.444 2.620 -0.66
O 2.028 -2.316 2.572 -0.56
N -1.969 -6.374 1.022 1.04
O -1.163 -7.288 0.997 -0.65
O -3.128 -6.487 0.662 -0.65
H -3.389 -4.100 1.016 0.52
H 0.491 -5.717 1.780 0.59
C 0.872 4.696 -4.347 -1.40
C 1.162 3.683 -3.270 1.02
C 2.424 3.596 -2.690 -0.72
C 2.700 2.646 -1.716 -0.61
C 1.695 1.781 -1.314 0.03
C 0.426 1.851 -1.875 -0.40
C 0.170 2.801 -2.847 -0.81
S 2.015 0.617 -0.034 1.71
O 3.418 0.332 -0.036 -0.71
O 1.120 -0.533 -0.312 -0.85
O 1.516 1.275 1.213 -0.84
H 1.663 5.443 -4.412 0.36
H -0.071 5.211 -4.156 0.34
H 0.787 4.211 -5.322 0.30
H 3.204 4.282 -3.004 0.30
H 3.680 2.567 -1.264 0.43
H -0.348 1.167 -1.551 0.60
H -0.821 2.862 -3.285 0.37
```



(3)
A molecular structure, C15H11ClCoN2O6S, computed with ωB97M-V with the def2-TZVPD basis set.

## Properties
**Expectation value of S²**: 3.76
**Lowest unoccupied orbital energy (alpha / beta)**: -0.59 / -0.75 eV
**ΔE to the lowest compared entry with this formula, charge and spin**: 0.0 kcal per mole
**HOMO level (alpha / beta)**: -8.76 / -8.87 eV
**HOMO-LUMO gap (alpha / beta)**: 8.17 / 8.13 eV
**Spin multiplicity**: 4
**E_tot**: -3380.09061 Eh

Geometry as XYZ:
```
37
Properties=species:S:1:pos:R:3:lowdin_spin:R:1
Co 0.925 -1.346 1.033 2.72
O 3.044 -2.533 3.680 0.00
Cl 2.373 -3.045 2.537 0.00
O 2.654 -4.407 2.299 0.01
O 0.922 -2.805 2.645 0.03
O 2.744 -2.226 1.339 0.04
O -0.277 -2.423 -0.444 0.04
S -0.892 -1.179 -0.950 0.01
O -2.299 -0.979 -0.764 0.01
N 0.029 -0.092 -0.219 0.06
C -0.468 1.077 0.367 0.00
C -1.206 2.048 -0.253 0.01
C -1.605 3.204 0.452 0.00
C -1.260 3.395 1.759 0.00
C -0.506 2.407 2.436 0.00
C -0.126 2.498 3.794 0.00
C 0.564 1.478 4.382 0.00
C 0.882 0.340 3.620 0.01
N 0.556 0.230 2.353 0.04
C -0.125 1.246 1.741 0.00
C -0.550 -1.118 -2.677 0.00
C -1.544 -0.699 -3.546 0.00
C -1.262 -0.627 -4.903 0.00
C -0.004 -0.974 -5.369 0.00
C 0.983 -1.399 -4.486 0.00
C 0.714 -1.475 -3.131 0.00
H -1.481 1.925 -1.292 0.00
H -2.190 3.954 -0.064 0.00
H -1.560 4.288 2.292 0.00
H -0.397 3.382 4.359 0.00
H 0.863 1.521 5.420 0.00
H 1.411 -0.498 4.059 0.00
H -2.521 -0.447 -3.156 0.00
H -2.029 -0.307 -5.595 0.00
H 0.211 -0.920 -6.429 0.00
H 1.960 -1.677 -4.856 0.00
H 1.466 -1.817 -2.433 0.00
```



(4)
A molecular structure, C15H11ClIrN3O6S3, computed with ωB97M-V with the def2-TZVPD basis set.

## Properties
**Total charge**: -2
**Lowest unoccupied orbital energy**: 4.30 eV
**ΔE to the lowest compared entry with this formula, charge and spin**: 0.0 kcal per mole
**HOMO level**: -1.14 eV
**HOMO-LUMO gap**: 5.44 eV
**E_tot**: -2953.15937 Eh

Geometry as XYZ:
```
40
Properties=species:S:1:pos:R:3:mulliken_charge:R:1
Ir -0.295 0.531 0.071 1.08
N -4.525 0.198 -0.570 -0.55
C -3.166 0.485 -0.647 0.65
S -2.477 1.445 0.636 -0.61
N -2.546 0.055 -1.697 -1.21
N -1.211 0.468 -1.693 0.74
C -0.730 0.871 -2.809 -0.35
C 0.518 1.591 -2.930 0.45
C 1.093 1.732 -4.195 -0.68
C 2.234 2.481 -4.396 -0.58
C 2.807 3.123 -3.292 -0.41
C 2.248 3.026 -2.040 -0.59
C 1.082 2.260 -1.806 0.90
O 0.558 2.261 -0.619 -0.88
H -4.840 0.118 0.383 0.26
H -4.777 -0.594 -1.144 0.27
H -1.359 0.736 -3.686 0.35
H 0.622 1.224 -5.033 0.32
H 2.680 2.560 -5.379 0.36
H 3.719 3.697 -3.421 0.32
H 2.705 3.490 -1.176 0.34
Cl -0.807 -3.997 5.838 -0.30
C -0.880 -3.141 4.304 0.20
C -1.729 -3.609 3.296 -0.52
C -1.797 -2.951 2.098 -0.57
C -1.024 -1.781 1.826 0.17
O -1.139 -1.244 0.674 -0.85
C -0.183 -1.323 2.883 1.48
C 0.629 -0.123 2.800 -0.10
O 0.537 0.783 1.970 -0.59
C -0.115 -2.025 4.091 -0.99
H -2.326 -4.497 3.471 0.36
H -2.438 -3.308 1.302 0.42
H 1.277 0.064 3.661 0.18
H 0.560 -1.672 4.862 0.34
O 3.448 0.868 0.740 -0.61
S 3.166 -0.550 0.587 1.01
O 4.211 -1.312 -0.083 -0.69
O 2.746 -1.169 1.859 -0.63
S 1.525 -0.770 -0.736 -0.50
```



(5)
A molecular structure, C15H11CuGeN3O in a non-equilibrium geometry, computed with ωB97M-V with the def2-TZVPD basis set.

## Properties
**Total charge**: +1
**Lowest unoccupied orbital energy**: -6.17 eV
**HOMO level**: -12.80 eV
**HOMO-LUMO gap**: 6.63 eV
**E_tot**: -4534.68246 Eh

Geometry as XYZ:
```
32
Properties=species:S:1:pos:R:3:mulliken_charge:R:1
Cu 0.450 -2.040 -0.025 0.28
O 1.186 -2.365 1.574 -0.58
N 1.275 -1.399 2.507 0.03
C 1.615 -1.850 3.662 0.59
C 1.851 -3.244 3.908 0.22
N 2.042 -4.360 4.090 -0.33
C 1.732 -0.888 4.718 -0.10
N 1.825 -0.123 5.568 -0.35
Ge 0.889 0.155 -0.812 0.71
C -0.156 -0.860 -2.043 0.27
C -1.511 -1.148 -1.783 0.23
C -2.312 -1.638 -2.799 -0.84
C -1.760 -1.862 -4.053 -0.31
C -0.412 -1.616 -4.310 -0.67
C 0.406 -1.149 -3.303 -0.36
C 0.236 1.574 0.274 0.61
C -0.329 1.443 1.539 0.00
C -0.773 2.573 2.207 -0.64
C -0.671 3.819 1.606 -0.43
C -0.117 3.950 0.340 -0.68
C 0.356 2.832 -0.326 -0.53
H 2.264 0.468 -1.396 0.08
H -1.942 -0.941 -0.808 0.39
H -3.358 -1.843 -2.620 0.41
H -2.388 -2.241 -4.849 0.42
H -0.005 -1.803 -5.294 0.40
H 1.460 -0.977 -3.489 0.37
H -0.414 0.475 2.015 0.25
H -1.193 2.481 3.199 0.41
H -1.017 4.698 2.132 0.40
H -0.044 4.923 -0.126 0.40
H 0.816 2.953 -1.302 0.34
```



(6)
A molecular structure, C15H11F5N6O4RuS3 in a non-equilibrium geometry, computed with ωB97M-V with the def2-TZVPD basis set.

## Properties
**Expectation value of S²**: 6.05
**Lowest unoccupied orbital energy (alpha / beta)**: -1.22 / -3.49 eV
**ΔE to the lowest compared entry with this formula, charge and spin**: 43.8 kcal per mole
**HOMO level (alpha / beta)**: -9.24 / -9.65 eV
**HOMO-LUMO gap (alpha / beta)**: 8.02 / 6.16 eV
**Spin multiplicity**: 5
**E_tot**: -2996.48175 Eh

Geometry as XYZ:
```
45
Properties=species:S:1:pos:R:3:lowdin_spin:R:1
Ru 1.300 -0.792 -1.096 2.54
S 1.470 -3.034 -1.450 0.23
C 1.652 -4.112 -0.104 0.20
C 0.753 -5.229 -0.141 0.02
N -0.005 -6.093 -0.179 0.08
C 2.561 -4.003 0.914 0.04
S 3.671 -2.723 1.098 0.60
C 2.600 -5.028 1.928 0.00
N 2.643 -5.823 2.756 -0.02
C -1.136 2.641 3.365 0.00
C -0.634 2.970 2.003 0.00
N -0.444 2.118 1.022 0.00
C 0.045 2.852 -0.026 0.00
C 0.133 4.177 0.323 0.00
N -0.289 4.224 1.617 0.00
C 0.554 5.446 -0.325 0.00
O 0.963 5.372 -1.573 0.00
O 0.499 6.475 0.307 0.00
C 0.402 2.248 -1.322 0.02
O 0.725 2.963 -2.258 0.01
O 0.299 0.946 -1.424 0.14
H -1.163 1.560 3.481 0.00
H -2.138 3.040 3.527 0.00
H -0.477 3.055 4.129 0.00
H -0.339 5.089 2.137 0.00
H 0.901 4.440 -1.912 0.00
S 0.852 -0.981 1.374 0.08
C -0.795 -1.341 1.066 0.02
N -1.431 -2.431 1.494 0.00
C -2.791 -2.511 0.953 0.00
C -2.988 -1.097 0.367 0.00
N -1.629 -0.558 0.402 0.01
H -0.948 -3.208 1.912 0.00
H -3.507 -2.744 1.738 0.00
H -2.848 -3.284 0.185 0.00
H -3.651 -0.488 0.983 0.00
H -3.370 -1.119 -0.651 0.00
H -1.328 0.338 0.036 0.00
F 2.929 -1.430 -3.417 0.01
C 2.002 -0.533 -3.010 -0.01
F 2.630 0.675 -2.987 0.01
C 0.858 -0.503 -4.080 0.00
F 1.138 -1.292 -5.117 0.00
F -0.280 -0.987 -3.520 0.01
F 0.608 0.715 -4.526 0.00
```